{
  "formula": "C14H17BF5N2O5",
  "method": "ωB97M-V with the def2-TZVPD basis set",
  "symbols": ["C", "C", "C", "N", "C", "C", "C", "C", "F", "C", "O", "C", "C", "C", "C", "O", "C", "O", "N", "O", "C", "O", "H", "H", "H", "H", "H", "H", "H", "H", "H", "H", "H", "H", "H", "H", "H", "H", "H", "B", "F", "F", "F", "F"],
  "xyz": [[0.578064, -4.108600, -2.072957], [-0.673099, -4.150404, -1.014644], [-1.535397, -2.750882, -0.910512], [-1.848657, -2.400599, 0.546951], [-1.101867, -1.168844, 1.006956], [-1.731253, -0.120333, 1.886062], [-3.259353, -0.203633, 2.472608], [-3.119621, -0.662534, 4.073294], [-3.880112, 1.156825, 2.379201], [-0.823528, 1.221284, 2.303118], [-0.977221, 1.846932, 3.473432], [0.353477, 1.776678, 1.252547], [0.744090, 3.367773, 1.252633], [0.694583, 3.945588, -0.433941], [1.326273, 5.548409, -0.647759], [2.085737, 4.165677, -1.112258], [0.994376, 0.713981, 0.404281], [2.073750, 1.042463, -0.539430], [3.268088, 0.874133, 0.053226], [3.802682, -0.084127, -0.485521], [0.487965, -0.869171, 0.589222], [1.389155, -1.854683, 0.436266], [1.541522, -4.552953, -1.531256], [0.308368, -4.803084, -2.979345], [0.859993, -3.019084, -2.443437], [-0.245373, -4.405291, 0.047733], [-1.407501, -5.018517, -1.315055], [-1.063155, -1.856728, -1.512668], [-2.591282, -2.957377, -1.426356], [-2.885328, -2.291036, 0.584799], [-3.967866, -0.954554, 1.922901], [-3.833433, -1.559007, 4.350744], [-2.014978, -1.053759, 4.294925], [-3.296071, 0.277980, 4.764750], [-0.072413, 4.048202, 1.787927], [1.839132, 3.581341, 1.612169], [-0.292639, 3.611456, -1.132190], [1.988932, 5.818572, 0.307444], [1.536464, 5.954399, -1.724578], [2.949508, 0.378704, -4.104289], [4.319452, 0.424870, -3.619643], [2.272414, 1.618953, -3.762052], [2.951641, 0.210151, -5.548359], [2.254481, -0.739169, -3.486939]],
  "forces_ev_per_angstrom": [[0.3, -0.3, 0.2], [0.3, 0.1, 0.2], [-0.5, -1.0, -1.2], [1.6, 2.6, -0.8], [-2.1, 2.9, 1.8], [1.6, -1.2, -2.2], [1.3, 0.2, 1.2], [0.4, 0.1, 0.1], [1.2, -2.9, 0.2], [-0.2, 1.7, 3.8], [0.6, -3.6, -7.0], [0.9, -2.9, -1.5], [-0.5, 0.4, -2.4], [2.2, 2.6, -1.0], [2.9, -5.2, -0.2], [-4.8, 0.0, 2.9], [-2.1, 2.8, 2.4], [-5.6, -0.4, 1.1], [3.9, -4.4, -1.0], [-0.8, 3.4, 2.0], [4.0, -3.9, -0.8], [-6.0, 6.1, 0.9], [-2.1, 1.0, -1.3], [0.7, 1.5, 1.6], [-0.7, -2.3, 0.8], [-1.0, 0.7, -2.0], [1.4, 1.7, 0.6], [-0.7, -1.8, 1.3], [2.2, 0.5, 1.1], [1.4, 0.4, 0.5], [1.5, 1.7, 0.8], [1.2, 2.0, -0.7], [-2.4, 1.0, -0.7], [0.2, -2.0, -1.5], [1.9, -1.9, -0.9], [-2.3, -0.6, -0.6], [3.2, 0.8, 2.0], [-1.8, 0.1, -2.3], [-1.5, 0.2, 2.5], [0.1, 0.1, 0.0], [-1.5, -0.1, -0.5], [0.7, -1.3, -0.4], [0.0, 0.2, 1.5], [0.6, 1.0, -0.6]],
  "nbo_charge": [-0.6458, -0.4230, -0.2343, -0.6262, 0.1688, -0.1802, 0.1922, -0.6672, -0.3881, 0.5372, -0.5500, -0.0655, -0.4699, 0.0852, -0.2407, -0.5351, 0.2234, -0.3608, 0.3552, -0.1945, 0.4799, -0.4812, 0.2205, 0.2021, 0.2618, 0.2243, 0.1950, 0.2226, 0.1928, 0.3830, 0.1889, 0.2155, 0.2363, 0.2529, 0.2551, 0.2619, 0.2402, 0.2014, 0.2634, 1.3755, -0.5913, -0.5917, -0.5928, -0.5969],
  "charge": -1,
  "total_energy_ha": -1553.254522,
  "multiplicity": 1,
  "orbital_gap_ev": 7.52
}